Entry 1:
C7H12O | ωB97M-V/def2-TZVPD

molar mass	112.17	g/mol
electronic energy	-349.09235	hartree
largest force on an atom	0.0366	Eh/bohr
orbital gap	10.16	eV
SMILES	C/C=C/CCCC=O
total charge	0
HOMO level	-9.20	eV

Geometry (Å):
H1 -0.011 1.465 -0.157
C1 0.441 -1.067 0.335
H2 -2.660 2.574 0.695
C2 -0.345 0.977 -1.078
H3 2.442 -0.709 2.438
H4 -2.577 0.965 -1.627
H5 -1.797 2.579 -1.423
H6 3.565 -1.796 1.374
C3 2.549 -1.546 1.672
H7 0.381 -1.015 -1.696
C4 -2.431 1.553 0.337
H8 -0.276 -1.316 1.105
O1 -2.651 0.554 0.966
H9 -1.183 -1.051 -1.246
H10 2.200 -2.528 2.063
C5 -0.225 -0.537 -0.944
H11 0.244 1.313 -1.916
C6 1.753 -1.101 0.495
C7 -1.821 1.522 -1.065
H12 2.404 -0.836 -0.328

Entry 2:
C4H32BO24 | ωB97M-V/def2-TZVPD

molar mass	475.09	g/mol
electronic energy	-2002.28282	hartree
largest force on an atom	0.2504	Eh/bohr
orbital gap	8.41	eV
total charge	-1
HOMO level	-7.67	eV

Geometry (Å):
O1 -0.673 0.416 -1.417
H1 -0.129 3.731 1.124
O2 -0.472 2.266 -2.463
O3 -2.297 -1.888 1.878
O4 -0.777 -4.670 3.535
H2 2.684 -4.396 3.201
H3 -1.895 5.117 -3.138
H4 2.979 0.659 -0.142
H5 1.738 2.185 -2.900
H6 -2.246 1.461 -3.068
H7 0.019 -2.684 -1.913
H8 -1.108 0.502 3.365
O5 -3.966 1.698 1.006
H9 1.111 -4.337 -0.771
H10 0.043 0.088 3.716
C1 -0.228 -2.047 0.793
H11 -1.433 -3.391 -1.962
H12 -4.755 -2.425 4.420
O6 -2.788 0.821 -3.649
H13 2.928 3.984 -2.964
H14 -0.553 3.865 -2.813
C2 -0.155 1.530 -1.556
H15 2.796 2.787 0.290
C3 -1.496 -1.504 1.053
O7 2.616 -1.788 1.332
O8 -3.924 -1.796 4.311
H16 1.686 -1.717 1.497
H17 -2.074 0.169 -3.768
H18 -1.301 4.706 1.279
H19 1.396 -2.683 -0.638
H20 2.320 1.018 -2.115
O9 3.627 2.293 0.359
O10 -1.590 -0.277 0.664
H21 -1.507 -4.358 4.158
H22 -3.848 0.753 0.388
O11 -0.590 4.185 1.770
O12 -0.927 -2.691 -2.403
H23 3.044 -0.969 1.679
H24 0.147 0.021 -3.700
O13 1.326 2.882 -0.313
H25 -3.427 -2.021 3.364
O14 0.338 1.171 0.481
O15 1.730 1.245 -2.896
O16 -0.296 -0.726 -4.170
O17 1.987 3.897 -2.935
O18 -1.013 4.823 -2.791
O19 0.430 -1.250 0.072
H26 2.452 -0.686 -0.252
C4 0.411 1.995 -0.457
B1 -0.377 -0.050 -0.032
H27 -0.411 -3.934 3.174
H28 -0.344 -1.369 -3.479
O20 -0.256 0.887 3.665
O21 1.182 -3.563 -1.256
O22 0.201 -3.061 1.204
H29 1.005 -4.355 3.653
O23 2.897 0.002 -0.882
H30 4.101 3.026 0.071
H31 -3.626 1.230 1.794
H32 1.515 3.991 -1.999
O24 1.772 -4.764 3.548

Entry 3:
C2H7N2O2 | ωB97M-V/def2-TZVPD

molar mass	91.09	g/mol
electronic energy	-339.91088	hartree
largest force on an atom	0.1088	Eh/bohr
orbital gap	9.27	eV
SMILES	CON[N+](C)=O
total charge	+1
HOMO level	-15.26	eV

Geometry (Å):
H1 2.597 -1.557 -0.110
H2 -2.845 0.954 0.727
H3 0.185 1.822 0.399
N1 0.196 0.753 0.152
C1 1.493 -1.254 0.020
H4 1.003 -1.894 -0.785
N2 1.354 0.162 0.073
H5 -1.919 1.595 -0.908
O1 -0.937 0.004 0.246
H6 1.252 -1.835 0.969
O2 2.360 0.843 -0.030
H7 -2.601 -0.257 -0.571
C2 -2.137 0.665 -0.182

Entry 4:
C32H51BCdN17OPS | ωB97M-V/def2-TZVPD

molar mass	876.14	g/mol
electronic energy	-3188.09843	hartree
largest force on an atom	0.0180	Eh/bohr
orbital gap (alpha / beta)	6.73 / 7.74	eV
total charge	+1
multiplicity	2
HOMO level (alpha / beta)	-8.84 / -10.99	eV

Geometry (Å):
H1 0.671 -2.884 1.189
C1 -1.623 -0.894 0.383
C2 -0.546 1.124 -4.283
H2 -1.177 -2.108 -3.265
N1 -2.954 -6.626 5.888
P1 -0.016 2.702 2.985
H3 -0.670 -0.303 3.493
H4 5.405 1.827 -2.604
Cd1 0.405 0.079 -0.293
H5 -1.062 0.068 5.177
C3 4.403 1.435 -2.520
O1 0.255 2.223 1.602
C4 1.355 2.980 5.320
H6 -3.324 -3.061 -2.888
H7 -0.334 4.434 0.925
C5 3.559 2.546 -0.288
H8 -3.034 1.196 4.146
H9 3.430 -0.130 0.316
H10 -1.619 2.429 -0.320
C6 -0.520 0.425 4.300
H11 -1.378 -4.409 0.948
H12 3.590 3.593 -0.600
N2 2.517 0.362 -2.929
N3 1.161 -1.815 -1.206
N4 1.394 2.724 3.878
N5 -0.400 1.011 -2.092
H13 2.241 2.543 5.785
C7 -1.228 2.004 -2.379
C8 -1.364 2.106 -3.773
H14 4.455 2.354 0.306
C9 3.473 1.657 -1.488
H15 0.019 -3.095 -8.269
C10 0.419 -1.857 -6.582
S1 -3.206 -0.303 -0.573
C11 1.996 -0.450 -5.957
C12 -2.396 1.662 3.392
C13 -1.835 -1.796 1.250
H16 2.429 -3.115 1.144
H17 -1.386 -2.208 -7.688
H18 -0.335 0.875 -5.312
C14 -2.749 -5.808 5.105
H19 -2.439 1.065 2.474
H20 -1.104 -2.854 -1.786
H21 2.040 -3.180 -3.997
C15 1.515 -3.022 -0.774
N6 1.303 -0.889 -4.880
C16 1.935 -3.804 -1.862
C17 -0.489 -2.745 -7.373
H22 -2.239 5.218 4.027
N7 1.328 -1.792 -2.556
H23 -0.794 -3.609 -6.783
H24 2.285 -4.824 -1.841
H25 -0.238 5.912 1.905
H26 -5.651 -1.193 -1.168
H27 1.355 4.053 5.545
H28 -2.913 2.927 -1.433
N8 -5.040 -1.804 -1.682
H29 1.791 -0.936 -8.097
N9 2.349 0.990 -1.739
H30 -1.415 3.856 -1.345
H31 3.863 -0.221 1.898
H32 -2.744 -1.425 3.730
C18 -1.833 2.849 -1.305
N10 -2.924 -2.310 -2.347
N11 1.870 -0.169 1.559
C19 -2.529 -2.460 3.498
C20 1.485 -3.398 0.673
H33 -0.576 5.675 4.416
C21 3.753 0.603 -3.405
H34 1.351 -4.473 0.784
H35 -3.132 -3.190 5.417
H36 1.527 -0.846 2.226
C22 -1.226 4.831 4.168
N12 -0.785 4.157 2.952
N13 0.032 0.462 -3.256
C23 -3.722 -1.570 -1.607
N14 -1.553 -2.124 -2.323
C24 -0.792 4.982 1.745
H37 -2.787 2.655 3.180
N15 -1.025 1.753 3.924
N16 3.203 -0.552 1.208
C25 -1.771 -4.147 1.922
H38 3.457 2.909 3.481
B1 1.297 -0.472 -3.413
H39 -1.818 5.240 1.468
C26 -2.753 -3.443 4.435
C27 -2.498 -4.785 4.126
H40 -1.240 4.135 5.004
H41 -1.801 -6.163 2.634
H42 2.671 2.400 0.327
H43 4.105 0.168 -4.327
C28 -2.039 -2.787 2.211
H44 2.594 4.452 3.547
C29 -2.002 -5.124 2.863
C30 2.520 3.407 3.225
N17 0.321 -1.749 -5.267
H45 1.816 0.748 1.989
H46 2.396 3.389 2.145
H47 -1.966 2.812 -4.325
C31 1.472 -1.052 -7.071
H48 -5.436 -2.322 -2.451
C32 1.812 -2.983 -2.963
H49 2.795 0.272 -5.863
H50 0.472 2.528 5.769
H51 0.539 0.472 4.545